1.
{
  "formula": "C39H61NO16P",
  "method": "ωB97M-V/def2-TZVPD",
  "total_energy_ha": -3122.4927,
  "total_charge": -1,
  "fmax_ha_per_bohr": 0.11467,
  "elements": ["C", "C", "C", "C", "C", "O", "P", "O", "C", "C", "C", "C", "C", "N", "C", "H", "H", "H", "H", "H", "H", "H", "H", "H", "H", "H", "H", "H", "H", "H", "H", "H", "H", "H", "O", "C", "O", "C", "C", "C", "H", "H", "H", "H", "H", "H", "O", "C", "O", "C", "C", "C", "H", "H", "H", "H", "H", "H", "O", "C", "O", "C", "C", "C", "H", "H", "H", "H", "H", "H", "O", "C", "O", "C", "C", "C", "H", "H", "H", "H", "H", "H", "O", "C", "O", "C", "C", "C", "H", "H", "H", "H", "H", "H", "O", "C", "O", "C", "C", "C", "H", "H", "H", "H", "H", "H", "O", "C", "O", "C", "C", "C", "H", "H", "H", "H", "H", "H"],
  "positions_angstrom": [[3.4464, -4.4849, 3.1270], [4.4786, -3.8316, 2.0613], [3.6636, -3.4917, 0.7188], [3.8643, -2.0012, 0.1650], [3.6229, -0.8400, 1.2351], [4.8229, -0.4898, 2.0070], [4.3845, 0.4221, 3.4643], [2.6512, 0.2183, 3.1654], [2.5022, -1.0104, 2.3739], [0.9448, -1.1007, 1.9429], [-0.0732, -1.3258, 3.1055], [-1.5487, -1.4416, 2.5626], [-1.7127, -1.3144, 1.0399], [-0.7634, -1.0700, 0.0189], [0.5868, -0.9579, 0.4508], [3.5148, -5.6265, 3.0997], [2.3506, -4.1944, 2.9276], [3.6799, -4.1014, 4.1921], [5.2342, -4.6725, 1.8184], [5.0838, -2.9644, 2.4835], [4.0722, -4.2040, -0.0992], [2.5416, -3.7367, 0.7926], [4.9563, -1.9159, -0.1938], [3.2132, -1.8420, -0.7565], [3.4598, 0.1407, 0.6476], [5.8054, 0.6340, 3.6717], [4.4059, -0.7232, 4.3660], [4.2162, 1.2761, 4.6331], [4.2631, 1.5282, 2.5091], [2.7209, -1.8490, 3.1413], [0.2078, -1.4153, 4.2001], [-2.4370, -1.6355, 3.2857], [-2.7993, -1.4375, 0.6676], [1.3844, -0.7632, -0.3592], [2.0218, -0.2370, -2.1283], [1.3474, 0.3634, -2.9267], [1.4557, 0.2201, -4.2770], [0.5851, 1.1588, -4.9219], [-0.4615, 1.5055, -3.8890], [0.3111, 1.3979, -2.5931], [1.1747, 2.0297, -5.2254], [0.1467, 0.7018, -5.8114], [-0.9175, 2.4858, -4.0471], [-1.2603, 0.7560, -3.9041], [0.8110, 2.3347, -2.3389], [-0.3247, 1.0652, -1.7727], [4.6322, 0.0869, 7.6613], [4.1106, 1.1711, 7.6518], [3.2391, 1.5904, 6.6960], [2.9006, 2.9593, 6.9303], [3.1874, 3.1970, 8.3948], [4.3541, 2.2695, 8.6523], [3.5162, 3.5867, 6.2785], [1.8490, 3.1234, 6.6883], [3.3974, 4.2427, 8.6291], [2.3284, 2.8827, 8.9968], [5.3113, 2.7473, 8.4305], [4.3435, 1.8825, 9.6712], [-3.5348, -2.9171, 4.9799], [-4.5255, -3.3069, 4.4203], [-4.9035, -2.9077, 3.1749], [-6.1784, -3.4767, 2.8599], [-6.3089, -4.6837, 3.7598], [-5.5432, -4.2553, 4.9937], [-6.9521, -2.7277, 3.0540], [-6.2077, -3.7492, 1.8035], [-7.3453, -4.9612, 3.9604], [-5.8124, -5.5442, 3.3003], [-6.1774, -3.7134, 5.6993], [-5.0601, -5.1016, 5.4815], [-1.0059, 3.8167, -1.5039], [-2.1178, 3.4683, -1.1986], [-2.5254, 2.1736, -1.1796], [-3.9236, 2.1188, -0.8815], [-4.2325, 3.4210, -0.1814], [-3.2582, 4.3793, -0.8330], [-4.4765, 2.0092, -1.8196], [-4.1304, 1.2554, -0.2466], [-5.2767, 3.7239, -0.2760], [-4.0026, 3.3323, 0.8851], [-3.6682, 4.8205, -1.7449], [-2.9341, 5.1565, -0.1407], [6.5098, -4.9114, -3.6735], [5.7413, -3.9927, -3.8099], [5.3808, -3.1472, -2.8095], [4.3739, -2.2455, -3.2887], [4.5322, -2.2338, -4.7903], [5.0103, -3.6408, -5.0785], [3.3943, -2.6181, -2.9770], [4.5277, -1.2570, -2.8546], [3.6155, -1.9643, -5.3176], [5.3087, -1.5167, -5.0761], [4.1772, -4.3347, -5.2138], [5.6798, -3.6701, -5.9383], [-2.1903, 3.7146, -4.6325], [-1.6128, 4.7449, -4.8713], [-0.7543, 4.9108, -5.9132], [-0.1636, 6.2134, -5.8387], [-1.1173, 7.0354, -5.0034], [-1.6904, 6.0046, -4.0539], [0.8231, 6.1227, -5.3750], [-0.0451, 6.6209, -6.8442], [-0.6351, 7.8754, -4.5007], [-1.9157, 7.4350, -5.6371], [-1.0741, 5.8867, -3.1590], [-2.7211, 6.2349, -3.7844], [-7.1129, 1.0641, -3.1494], [-6.5667, 0.0210, -3.4119], [-6.8277, -1.1580, -2.7849], [-5.9267, -2.1622, -3.2670], [-5.4627, -1.6656, -4.6163], [-5.4773, -0.1628, -4.4336], [-5.1024, -2.2621, -2.5547], [-6.4480, -3.1184, -3.3403], [-4.4896, -2.0628, -4.9098], [-6.1884, -1.9489, -5.3855], [-4.5352, 0.2064, -4.0207], [-5.7194, 0.3528, -5.3626]]
}



2.
{
  "formula": "C39H62CsN8O8PS2",
  "method": "ωB97M-V/def2-TZVPD",
  "total_energy_ha": -3721.1212,
  "total_charge": -2,
  "fmax_ha_per_bohr": 0.02777,
  "elements": ["Cs", "O", "H", "H", "C", "N", "C", "C", "N", "H", "H", "H", "H", "H", "H", "C", "C", "O", "P", "O", "C", "C", "O", "C", "C", "H", "H", "H", "H", "H", "H", "H", "H", "H", "H", "H", "H", "H", "H", "H", "O", "S", "C", "C", "C", "C", "H", "H", "H", "H", "H", "H", "H", "H", "O", "S", "O", "O", "C", "N", "C", "C", "C", "N", "C", "C", "C", "N", "C", "C", "H", "H", "H", "H", "H", "H", "C", "C", "N", "C", "N", "C", "C", "C", "N", "C", "H", "H", "H", "H", "H", "H", "H", "H", "H", "H", "H", "H", "H", "C", "C", "C", "C", "C", "C", "C", "C", "C", "C", "H", "H", "H", "H", "H", "H", "H", "H", "H", "H", "H", "H"],
  "positions_angstrom": [[-0.6399, 0.5592, -0.3114], [-0.2392, 0.2394, 3.1365], [0.4388, -0.3881, 2.7577], [0.1397, 1.1166, 3.0183], [3.6624, -2.9788, -1.5854], [2.3869, -3.5999, -1.9707], [2.4283, -5.0625, -2.1622], [1.2565, -3.0489, -1.5873], [0.2409, -2.5561, -1.3133], [4.3450, -3.0518, -2.4337], [4.0918, -3.5033, -0.7409], [3.5077, -1.9371, -1.3365], [3.1037, -5.2732, -2.9925], [1.4289, -5.3981, -2.4224], [2.7823, -5.5853, -1.2720], [-3.7107, 5.8049, 2.0475], [-2.2210, 6.0673, 1.9148], [-1.4444, 5.1016, 2.6189], [-1.2317, 3.6533, 1.8367], [0.0704, 3.1669, 2.7028], [1.3323, 3.7374, 2.3244], [1.8092, 4.7062, 3.3842], [-2.3336, 2.7087, 2.5132], [-2.3977, 2.4811, 3.9391], [-3.8526, 2.3275, 4.3201], [-4.2816, 6.5883, 1.5451], [-3.9969, 5.7819, 3.1001], [-3.9670, 4.8425, 1.6010], [-1.9593, 7.0373, 2.3397], [-1.9348, 6.0768, 0.8575], [1.2376, 4.2336, 1.3530], [2.0322, 2.9088, 2.2027], [1.0944, 5.5215, 3.4955], [2.7812, 5.1162, 3.1041], [1.9094, 4.1954, 4.3422], [-1.9424, 3.3235, 4.4623], [-1.8314, 1.5749, 4.1495], [-4.4116, 3.2366, 4.0917], [-3.9336, 2.1247, 5.3899], [-4.3008, 1.4967, 3.7749], [-2.3503, 2.3378, -1.2474], [-1.6732, 3.1783, -2.2956], [-2.5662, 2.8562, -3.8417], [-3.8233, 3.7087, -3.8087], [-3.3422, 5.0829, -3.3497], [-2.4642, 4.8312, -2.1265], [-2.7150, 1.7789, -3.8733], [-1.8889, 3.1452, -4.6486], [-4.5272, 3.2911, -3.0845], [-4.3181, 3.7475, -4.7811], [-4.1638, 5.7648, -3.1210], [-2.7457, 5.5379, -4.1453], [-3.0485, 4.7269, -1.2113], [-1.6831, 5.5763, -1.9789], [3.4333, -7.6987, -0.6020], [4.8844, -7.7623, -0.4790], [5.5867, -7.5467, -1.7401], [5.3511, -8.9031, 0.2925], [5.3572, -6.3112, 0.5190], [6.6670, -6.2230, 0.7827], [7.0160, -5.1343, 1.4825], [6.1346, -4.1692, 1.8883], [4.7678, -4.3346, 1.5453], [4.4075, -5.4553, 0.8351], [3.7599, -3.3748, 1.8275], [4.0343, -2.0670, 2.3291], [3.0269, -1.1464, 2.4290], [1.7350, -1.3733, 2.0986], [1.4499, -2.6435, 1.7160], [2.3809, -3.6346, 1.5600], [8.0747, -5.0428, 1.7183], [6.4820, -3.3124, 2.4492], [5.0381, -1.7745, 2.6069], [3.2488, -0.1456, 2.7932], [0.4022, -2.8478, 1.5294], [2.0842, -4.6207, 1.2263], [-2.8775, -5.3626, 1.3135], [-2.0435, -4.7250, 0.2219], [-1.9776, -3.2979, 0.4476], [-3.0244, -2.5406, 0.8857], [-2.9870, -1.2679, 0.7098], [-4.0395, -0.4214, 1.2288], [-4.8544, -1.0807, 2.3317], [-5.2306, -2.4779, 1.8790], [-4.0292, -3.2239, 1.5745], [-4.2140, -4.6483, 1.3724], [-2.3655, -5.2593, 2.2724], [-3.0272, -6.4242, 1.1125], [-2.4810, -4.9610, -0.7590], [-1.0258, -5.1160, 0.2224], [-1.2707, -2.8077, -0.0944], [-4.7072, -0.1295, 0.4063], [-3.5911, 0.5071, 1.5943], [-5.7503, -0.4983, 2.5634], [-4.2500, -1.1566, 3.2399], [-5.9012, -2.4239, 1.0056], [-5.7672, -3.0155, 2.6662], [-4.7814, -4.8475, 0.4480], [-4.8167, -5.0239, 2.2043], [2.5385, -0.1055, -3.0822], [1.6722, 0.8186, -3.9103], [2.0794, 0.7543, -5.3723], [0.2801, 1.0402, -3.4928], [1.3997, 2.2190, -3.2831], [1.2255, 3.3811, -4.1314], [1.3634, 4.6636, -3.6604], [1.7798, 4.9234, -2.3425], [2.0899, 3.8160, -1.5245], [1.9246, 2.5294, -1.9574], [2.5365, -1.0975, -3.5408], [2.1468, -0.2293, -2.0742], [3.5749, 0.2446, -3.0257], [1.8628, -0.2478, -5.7557], [3.1511, 0.9369, -5.5043], [1.5281, 1.4666, -5.9835], [-0.2868, 1.3359, -4.3942], [0.9146, 3.2309, -5.1578], [1.1709, 5.4968, -4.3308], [1.9192, 5.9370, -1.9892], [2.4878, 3.9875, -0.5290], [2.1915, 1.7131, -1.2939]]
}



3.
{
  "formula": "C39H62F9N19O14S2",
  "method": "ωB97M-V/def2-TZVPD",
  "total_energy_ha": -5312.4558,
  "total_charge": 0,
  "fmax_ha_per_bohr": 0.07801,
  "smiles": "CCOCCOc1c2c(cc(C[C@H]3CO3)c1S(=O)(=O)C(F)(F)C(F)(F)C(F)(F)C(F)(F)F)Sc1c(Cc3ccccc3)cccc1N2.NC(N)=O.NC(N)=O.NC(N)=O.NC(N)=O.NC(N)=O.NC(N)=O.NC(N)=O.NC(N)=O.NC(N)=O",
  "elements": ["C", "C", "O", "C", "C", "O", "C", "C", "C", "C", "C", "C", "C", "C", "O", "C", "S", "O", "O", "C", "F", "F", "C", "F", "F", "C", "F", "F", "C", "F", "F", "F", "S", "C", "C", "C", "C", "C", "C", "C", "C", "C", "C", "C", "C", "C", "N", "H", "H", "H", "H", "H", "H", "H", "H", "H", "H", "H", "H", "H", "H", "H", "H", "H", "H", "H", "H", "H", "H", "H", "H", "H", "H", "N", "C", "N", "O", "H", "H", "H", "H", "N", "C", "N", "O", "H", "H", "H", "H", "N", "C", "N", "O", "H", "H", "H", "H", "N", "C", "N", "O", "H", "H", "H", "H", "N", "C", "N", "O", "H", "H", "H", "H", "N", "C", "N", "O", "H", "H", "H", "H", "N", "C", "N", "O", "H", "H", "H", "H", "N", "C", "N", "O", "H", "H", "H", "H", "N", "C", "N", "O", "H", "H", "H", "H"],
  "positions_angstrom": [[-0.5468, 1.1792, 4.7941], [-1.2288, 1.5830, 3.4754], [-0.7034, 0.8850, 2.3429], [-1.1427, -0.4684, 2.2923], [-1.9932, -0.7879, 1.0642], [-1.2193, -1.4511, 0.0421], [-1.9880, -1.8863, -0.9899], [-2.7634, -3.0444, -0.7669], [-3.5605, -3.5146, -1.8295], [-3.6126, -2.8555, -3.0567], [-2.8507, -1.7095, -3.2699], [-2.9857, -1.0463, -4.6131], [-3.9830, 0.1654, -4.4635], [-5.4162, -0.2254, -4.0533], [-4.3795, 0.4664, -3.1676], [-2.0238, -1.2187, -2.2437], [-1.0322, 0.2514, -2.4594], [-1.4536, 1.0646, -3.5750], [-1.1262, 0.9728, -1.2119], [0.7839, -0.1638, -2.5713], [1.3978, 1.0068, -2.3966], [1.0943, -0.9190, -1.5231], [1.2763, -0.7816, -3.9179], [0.2787, -0.8365, -4.8071], [2.1864, 0.0360, -4.4581], [1.8470, -2.2118, -3.7967], [0.8944, -3.0184, -3.3480], [2.1294, -2.6116, -5.0476], [3.1802, -2.3018, -2.9806], [4.0718, -3.0206, -3.6237], [2.9195, -2.9633, -1.8492], [3.6520, -1.1272, -2.6134], [-4.5102, -4.9912, -1.5032], [-3.3275, -5.9020, -0.5002], [-3.1939, -7.2787, -0.5940], [-4.0305, -8.1209, -1.5657], [-3.0695, -8.8099, -2.5352], [-2.7104, -10.1435, -2.3121], [-1.7964, -10.7441, -3.1860], [-1.2420, -10.0437, -4.2597], [-1.6474, -8.7228, -4.4599], [-2.5534, -8.0853, -3.6129], [-2.2477, -7.9411, 0.2108], [-1.4595, -7.1828, 1.0589], [-1.6091, -5.7931, 1.1539], [-2.5496, -5.1226, 0.3862], [-2.7457, -3.7060, 0.4921], [-0.7896, 1.8747, 5.5878], [0.5261, 1.0727, 4.6532], [-0.9604, 0.2045, 5.0926], [-2.3224, 1.5340, 3.5527], [-0.9839, 2.6398, 3.3309], [-0.2950, -1.1491, 2.4219], [-1.7808, -0.6208, 3.1725], [-2.3879, 0.1352, 0.6263], [-2.8492, -1.3879, 1.3859], [-4.2459, -3.2553, -3.8390], [-2.0856, -0.5417, -4.9565], [-3.4000, -1.6910, -5.3849], [-3.8830, 0.9817, -5.1753], [-5.5652, -1.0764, -3.4006], [-6.1091, 0.5988, -4.1728], [-4.7776, -7.5259, -2.0886], [-4.5262, -8.8893, -0.9660], [-3.1365, -10.6889, -1.4791], [-1.5465, -11.7828, -2.9928], [-0.5365, -10.5285, -4.9207], [-1.2407, -8.1850, -5.3108], [-2.8653, -7.0586, -3.7613], [-2.1737, -9.0168, 0.1332], [-0.7032, -7.6650, 1.6659], [-0.9853, -5.2176, 1.8282], [-3.6383, -3.5579, 0.9578], [2.0749, -5.9602, -1.9757], [1.4695, -7.0557, -1.4323], [2.2571, -8.1712, -1.3403], [0.3118, -7.0404, -1.0556], [3.0258, -5.9470, -2.2900], [1.5234, -5.1271, -2.0533], [1.8404, -8.9937, -0.9472], [3.2112, -8.2055, -1.6432], [-4.0838, 4.2688, 0.1455], [-3.4344, 3.5373, 1.0986], [-2.3106, 2.9018, 0.6854], [-3.8550, 3.4660, 2.2499], [-3.7763, 4.3471, -0.8046], [-4.9185, 4.7522, 0.4295], [-1.8099, 2.3493, 1.3628], [-1.9585, 2.9494, -0.2521], [3.7644, 2.9891, -1.4331], [4.5695, 4.0906, -1.4362], [4.3697, 4.9574, -2.4741], [5.4111, 4.2893, -0.5729], [3.0669, 2.8057, -2.1286], [3.8862, 2.3364, -0.6813], [4.9512, 5.7744, -2.5074], [3.6867, 4.8158, -3.1932], [5.1022, 7.0794, 0.5864], [6.3531, 7.3670, 1.0468], [6.4766, 8.5946, 1.6469], [7.2944, 6.5983, 0.9373], [4.3289, 7.7095, 0.6754], [4.9627, 6.1836, 0.1374], [7.3797, 8.8458, 1.9990], [5.7187, 9.2410, 1.7498], [9.9011, 7.8575, 4.5502], [9.2846, 6.6845, 4.9065], [8.5940, 6.0738, 3.9052], [9.3571, 6.2321, 6.0373], [9.8614, 8.2470, 3.6286], [10.4205, 8.3358, 5.2611], [8.1315, 5.2127, 4.1265], [8.5195, 6.4362, 2.9678], [6.2796, -0.0396, -5.5409], [7.1921, 0.6954, -4.8346], [6.9295, 0.7824, -3.4953], [8.1519, 1.2290, -5.3568], [5.4828, -0.4801, -5.1241], [6.4238, -0.1350, -6.5282], [7.5653, 1.3206, -2.9363], [6.1437, 0.3469, -3.0530], [-7.7571, 3.9134, 1.2574], [-8.1825, 5.0957, 0.7259], [-9.5342, 5.3001, 0.7606], [-7.4110, 5.9150, 0.2523], [-8.3677, 3.2252, 1.6530], [-6.7681, 3.7361, 1.2493], [-9.8769, 6.1605, 0.3772], [-10.1859, 4.6434, 1.1438], [-3.7140, 5.3703, 4.6240], [-2.4152, 5.5280, 5.0030], [-2.1211, 6.7441, 5.5687], [-1.5687, 4.6621, 4.8547], [-4.4116, 6.0788, 4.7421], [-3.9695, 4.4975, 4.1884], [-1.1748, 6.8977, 5.8581], [-2.7955, 7.4723, 5.7012], [1.5813, 2.2011, 9.1915], [1.2910, 2.7189, 7.9574], [1.3724, 4.0797, 7.8616], [0.9802, 2.0222, 7.0091], [1.8385, 2.7587, 9.9826], [1.5299, 1.2054, 9.2924], [1.1603, 4.4856, 6.9681], [1.6255, 4.6779, 8.6237]]
}